Here is a molecular structure, C36H52CdCl2GeN3O10S2Si3 from the Open Molecules 2025 dataset. Energies are from the ωB97M-V functional and the def2-TZVPD basis.

Structure (XYZ):
```
110
Properties=species:S:1:pos:R:3
Cd 13.23 12.01 12.12
Ge 10.01 15.77 9.15
Cl 8.90 11.44 15.78
Cl 4.81 14.32 13.98
S 11.73 14.70 13.07
S 12.91 11.70 15.14
Si 12.15 15.11 8.10
Si 8.25 16.46 7.58
Si 10.09 17.50 10.91
O 14.04 12.57 10.08
O 12.91 14.21 12.41
O 15.36 12.13 8.36
O 8.97 11.43 10.66
O 10.84 15.16 11.96
O 12.55 12.70 16.14
O 14.15 11.97 14.47
O 11.92 15.74 14.07
O 12.82 10.35 15.60
O 9.33 14.11 9.68
N 12.04 9.14 9.80
N 14.85 10.29 11.29
N 11.71 10.43 10.35
C 13.53 15.70 9.21
C 15.93 9.59 9.23
C 7.72 15.12 6.34
C 7.88 13.34 11.44
C 15.23 10.50 10.02
C 9.65 13.37 14.06
C 16.54 7.08 11.93
C 15.91 8.18 11.24
C 10.92 10.63 13.45
C 14.72 8.88 13.26
C 9.84 8.48 9.13
C 14.82 11.81 9.43
C 10.91 13.14 13.72
C 6.57 16.97 8.40
C 11.98 13.28 7.92
C 11.86 7.24 8.46
C 8.79 17.48 12.25
C 9.63 19.13 9.97
C 9.65 10.38 13.17
C 11.45 9.63 7.41
C 7.13 13.14 14.55
C 8.88 17.83 6.45
C 11.67 11.84 13.78
C 8.28 14.23 10.53
C 16.40 7.02 13.30
C 11.91 17.85 11.34
C 6.71 13.85 12.19
C 8.51 11.33 13.06
C 11.30 8.66 8.65
C 12.29 15.81 6.34
C 16.26 8.44 9.86
C 15.49 7.91 13.93
C 8.53 11.99 11.64
C 8.53 12.38 14.32
C 15.14 9.14 11.91
C 6.39 13.62 13.53
H 8.12 18.52 6.18
H 7.47 14.16 6.77
H 11.59 9.71 13.44
H 9.35 7.99 8.36
H 11.56 11.05 9.62
H 7.97 16.81 12.01
H 17.15 6.51 11.25
H 10.78 10.50 7.48
H 5.81 17.06 7.61
H 11.33 9.09 6.49
H 15.41 7.76 14.97
H 8.45 14.96 5.60
H 8.46 18.49 12.52
H 11.50 6.67 9.34
H 7.57 10.86 13.15
H 6.23 16.11 9.10
H 9.99 19.91 10.73
H 12.98 15.14 5.83
H 13.05 13.02 7.60
H 13.50 15.26 10.24
H 14.04 9.56 13.62
H 9.71 18.50 6.77
H 12.40 17.12 11.94
H 6.82 15.50 5.88
H 13.66 16.77 9.34
H 12.47 16.86 6.26
H 7.81 15.31 10.52
H 12.01 18.94 11.64
H 8.52 19.14 9.75
H 10.23 19.22 9.09
H 13.04 9.04 9.63
H 9.34 14.41 13.96
H 11.35 13.09 7.00
H 9.31 9.47 9.19
H 6.17 14.56 11.63
H 10.86 10.30 10.85
H 9.43 9.39 12.89
H 12.91 7.15 8.45
H 9.31 17.38 5.50
H 12.46 10.02 7.43
H 6.59 17.82 8.98
H 9.83 7.91 10.07
H 6.78 13.07 15.56
H 11.24 15.56 5.94
H 11.68 12.69 8.70
H 16.04 9.69 8.19
H 16.92 6.24 13.84
H 12.33 17.82 10.31
H 14.44 15.36 8.82
H 16.76 7.64 9.30
H 11.48 6.75 7.53
H 9.39 17.11 13.11
```

Calculated values
* 2S+1: 2
* max |F|: 0.0876 hartree/bohr
* molar mass: 1091.1 g mol⁻¹
* energy: -7149.61469 a.u.
* Kohn-Sham gap (alpha / beta): 5.990 / 5.963 eV
* total charge: -2
* <S²>: 0.789
* energy above the lowest of the compared OMol25 structures with the same formula, charge and spin: 381.38 kJ/mol
* E_LUMO (alpha / beta): 0.13566 / 0.13471 Eh



Here is a molecular structure, C36H52NO6RhS2SeSi from the Open Molecules 2025 dataset. Energies are from the ωB97M-V functional and the def2-TZVPD basis.

Structure (XYZ):
```
100
Properties=species:S:1:pos:R:3
Rh 0.32 0.05 -0.09
Se -0.87 1.66 1.71
S 2.13 1.64 -1.60
S -0.91 -1.49 -1.91
Si -2.73 -0.81 -4.92
O 1.77 0.15 -1.69
O -0.95 -1.33 1.11
O 1.45 2.36 -2.67
O 1.50 2.00 -0.26
O 1.50 -0.19 1.70
O 3.57 1.82 -1.58
N -1.19 1.03 -1.51
C 2.11 5.41 4.69
C 5.28 0.19 3.87
C 1.13 3.96 6.48
C -3.90 1.37 6.18
C -2.35 -2.62 -4.70
C -2.18 -2.09 3.01
C 4.03 -0.11 3.03
C 4.44 -0.07 1.55
C -2.19 0.37 -3.59
C -1.24 -3.99 1.49
C -3.52 -4.12 2.44
C -2.88 -1.71 4.14
C 2.91 0.89 3.27
C -1.51 -4.33 3.92
C 3.59 4.01 6.11
C -2.06 2.71 -2.93
C -1.73 0.26 2.69
C -1.96 -0.25 -6.54
C -1.40 2.31 -1.78
C 3.04 1.94 4.18
C -2.45 0.59 3.83
C -3.05 -0.40 4.59
C -2.10 -3.60 2.70
C -5.27 -0.65 5.73
C 1.71 0.79 2.52
C -1.57 -1.06 2.20
C 2.23 4.05 5.41
C -4.59 -0.65 -5.09
C 0.74 1.79 2.74
C -1.50 0.06 -2.39
C -3.16 -0.82 7.06
C 2.07 2.92 4.40
C 3.56 -1.53 3.40
C 0.90 2.82 3.65
C -2.46 1.72 -3.81
C -3.83 -0.12 5.87
H -4.39 1.93 5.37
H 2.69 -1.81 2.81
H -3.70 -0.62 7.99
H -2.51 1.63 4.11
H -2.13 -0.47 7.17
H 4.37 -2.25 3.21
H -5.08 -0.98 -4.17
H -4.18 -3.96 3.29
H 1.20 3.00 7.01
H 3.97 2.00 4.73
H -0.21 -3.66 1.61
H 0.14 4.01 6.03
H -3.49 -5.20 2.23
H -2.97 2.01 -4.73
H -3.34 -2.51 4.72
H 2.22 6.23 5.41
H 5.23 -0.80 1.35
H 5.07 0.14 4.94
H 6.04 -0.55 3.64
H -0.51 -3.96 4.13
H -2.24 0.78 -6.78
H 3.30 -1.58 4.46
H -2.75 -3.17 -5.56
H 4.82 0.92 1.28
H -5.77 -0.17 4.89
H 1.14 5.51 4.20
H -5.84 -0.45 6.64
H 3.72 3.08 6.67
H -2.12 -4.18 4.82
H -3.96 -3.62 1.57
H 4.41 4.11 5.40
H 2.88 5.50 3.93
H -2.21 3.76 -3.13
H -4.97 -1.27 -5.91
H 3.60 -0.28 0.89
H -0.87 -0.29 -6.47
H -2.28 -0.89 -7.37
H -1.45 -5.40 3.72
H 0.11 3.54 3.75
H -5.28 -1.72 5.55
H -1.25 -5.09 1.42
H 1.23 4.77 7.20
H -1.61 -3.56 0.56
H -4.48 1.53 7.10
H -3.13 -1.90 6.91
H -1.01 3.02 -1.06
H 3.65 4.84 6.82
H -2.91 1.80 6.33
H -4.89 0.38 -5.27
H -1.27 -2.80 -4.64
H 5.69 1.18 3.64
H -2.79 -3.01 -3.79
```

Calculated values
* 2S+1: 5
* max |F|: 0.0051 hartree/bohr
* molar mass: 868.9 g mol⁻¹
* energy: -5507.14075 a.u.
* Kohn-Sham gap (alpha / beta): 6.178 / 6.129 eV
* total charge: -2
* <S²>: 6.014
* E_LUMO (alpha / beta): 0.14598 / 0.14577 Eh